{"formula": "C5H10NO2", "method": "ωB97M-V/def2-TZVPD", "symbols": ["C", "C", "N", "C", "C", "C", "O", "O", "H", "H", "H", "H", "H", "H", "H", "H", "H", "H"], "xyz": [[0.21552, 1.47231, -2.66085], [0.52090, 2.62079, -3.34339], [-1.77470, -1.19535, 1.82378], [-1.90409, -0.01392, 2.57398], [-0.66250, -1.96063, 2.10062], [0.74694, -1.50489, 1.28606], [1.68519, -2.25372, 1.74166], [1.31927, 2.91094, -4.26671], [-0.50459, 1.36856, -1.86214], [0.75348, 0.55340, -2.93879], [0.21985, 3.55058, -2.72080], [-1.99065, -0.20712, 3.76748], [-1.14656, 0.80458, 2.50080], [-2.90556, 0.39629, 2.23264], [-0.77247, -3.03151, 2.04453], [-0.36707, -1.82920, 3.15076], [0.47327, -1.48863, 0.18026], [0.82373, -0.41257, 1.53017]], "largest_force_ev_per_a": 5.491, "e_tot_ev": -10926.4945, "gap_ev": 2.42, "homo_ev": -2.466, "de_lowest_kcal_mol": 179.2, "multiplicity": 1, "charge": -1}